{"formula": "C27H35ClN4O4P2Pt", "method": "the ωB97M-V functional and the def2-TZVPD basis", "elements": ["Pt", "C", "C", "C", "C", "C", "C", "C", "C", "C", "H", "H", "H", "H", "H", "H", "H", "H", "H", "H", "H", "H", "H", "H", "H", "P", "P", "N", "N", "N", "N", "C", "C", "C", "C", "C", "C", "C", "C", "C", "C", "C", "C", "C", "C", "C", "C", "C", "C", "H", "H", "H", "H", "H", "H", "H", "H", "H", "H", "H", "H", "H", "H", "H", "H", "H", "H", "H", "H", "O", "Cl", "O", "O", "O"], "positions_angstrom": [[0.736, -1.010, 3.419], [-0.610, 0.607, 4.554], [-1.204, 0.051, 3.404], [-1.240, 0.746, 2.058], [0.055, 0.689, 1.176], [1.382, 0.415, 1.829], [1.800, 1.005, 3.040], [1.124, 2.233, 3.573], [0.009, 1.953, 4.608], [1.013, -1.767, 5.241], [-0.911, 0.214, 5.529], [-1.970, -0.712, 3.572], [-1.607, 1.783, 2.149], [-2.018, 0.233, 1.462], [-0.108, -0.157, 0.484], [0.083, 1.588, 0.536], [2.128, -0.020, 1.155], [2.800, 0.771, 3.433], [0.746, 2.879, 2.762], [1.868, 2.873, 4.070], [0.417, 2.101, 5.620], [-0.794, 2.711, 4.530], [0.504, -1.198, 6.039], [2.093, -1.723, 5.444], [0.673, -2.813, 5.238], [1.387, -0.981, -2.040], [-1.916, -0.452, -1.892], [2.797, 0.003, -2.220], [1.995, -2.319, -3.137], [-2.183, 1.281, -2.109], [-3.496, -0.918, -2.509], [0.431, -0.145, -3.393], [-0.982, -0.736, -3.472], [3.672, 0.338, -1.178], [4.656, 1.173, -1.687], [4.416, 1.319, -3.093], [3.274, 0.594, -3.397], [2.250, -3.606, -2.663], [2.717, -4.395, -3.714], [2.782, -3.564, -4.873], [2.355, -2.295, -4.488], [-2.247, 2.176, -1.026], [-2.184, 3.474, -1.521], [-2.158, 3.385, -2.958], [-2.168, 2.038, -3.291], [-4.332, -0.289, -3.445], [-5.405, -1.131, -3.716], [-5.211, -2.335, -2.956], [-4.025, -2.196, -2.249], [0.907, -0.254, -4.375], [0.408, 0.928, -3.153], [-1.518, -0.353, -4.355], [-0.933, -1.832, -3.597], [3.512, -0.058, -0.181], [5.449, 1.630, -1.112], [5.007, 1.883, -3.800], [2.756, 0.467, -4.338], [2.113, -3.827, -1.613], [2.982, -5.441, -3.649], [3.115, -3.850, -5.860], [2.326, -1.381, -5.066], [-2.418, 1.811, -0.016], [-2.152, 4.376, -0.922], [-2.148, 4.209, -3.661], [-2.232, 1.573, -4.266], [-4.093, 0.684, -3.842], [-6.229, -0.903, -4.370], [-5.864, -3.191, -2.931], [-3.488, -2.865, -1.593], [-1.312, 1.365, 9.313], [-0.180, 0.507, 8.967], [0.972, 0.841, 9.802], [-0.544, -0.894, 9.168], [0.169, 0.703, 7.553]], "atomic_forces_ev_per_a": [[-0.3, 0.8, -0.4], [-1.9, -0.3, -1.0], [0.1, 0.7, 0.8], [-0.4, 0.1, -0.6], [-0.6, -0.3, -0.4], [0.6, 0.8, 0.6], [0.2, -0.5, -1.2], [-0.3, 0.7, 0.4], [0.6, 0.5, 0.7], [0.9, -0.5, 2.0], [0.3, -0.1, -0.2], [0.3, 0.1, 0.0], [0.3, -0.2, 0.2], [0.3, 0.2, 0.3], [0.2, 0.4, 0.1], [0.2, -0.2, 0.2], [-0.3, -0.3, 0.6], [-0.4, 0.2, -0.4], [0.0, -0.6, 0.0], [-0.1, -0.4, -0.1], [-0.2, -0.2, -0.3], [0.2, -0.4, -0.1], [0.2, -0.2, -0.4], [-0.2, -0.2, 0.0], [0.0, 0.1, -0.2], [1.8, -0.9, -2.9], [-1.7, 1.1, -1.8], [0.6, 0.6, 0.3], [-0.2, -0.3, 0.7], [0.2, 0.5, 0.4], [-0.5, -1.1, -0.1], [-0.6, 0.0, 0.3], [0.2, -0.2, 0.1], [0.2, 0.6, -1.0], [-0.7, -0.7, 0.1], [-1.0, -0.7, 0.3], [0.7, 0.5, 0.9], [0.2, -0.1, -1.0], [-0.4, 0.8, 0.8], [-0.4, 1.0, 0.9], [0.0, -0.8, 0.1], [0.3, 0.6, -1.0], [-0.1, -1.1, 0.0], [0.0, -1.1, 0.4], [0.1, 0.8, 0.9], [-0.4, -1.1, 0.3], [1.3, 0.2, 0.8], [0.9, 0.5, 0.2], [-0.7, 1.0, -0.6], [-0.1, 0.0, 0.5], [-0.1, -0.2, 0.0], [0.0, -0.1, 0.5], [0.0, 0.3, 0.0], [0.1, 0.1, -0.3], [0.0, -0.1, -0.1], [-0.1, 0.0, 0.1], [0.3, 0.1, 0.3], [-0.1, -0.1, -0.2], [0.0, 0.1, 0.0], [0.0, 0.1, 0.1], [-0.1, -0.4, 0.1], [0.3, 0.1, -0.4], [-0.2, -0.2, -0.1], [0.0, -0.2, 0.1], [0.3, 0.1, 0.2], [-0.2, -0.1, 0.2], [0.0, 0.0, 0.0], [0.0, 0.0, 0.0], [-0.2, 0.0, 0.0], [0.9, -0.6, -0.5], [-0.2, -0.2, 1.4], [-0.9, -0.2, -0.9], [0.3, 0.9, -0.4], [-0.1, 0.0, 0.0]], "largest_force_ev_per_a": 3.546, "de_lowest_kcal_mol": 0.00, "spin_multiplicity": 3, "homo_lumo_gap_ev": [6.4, 5.1], "charge": 0}

---

{"formula": "C4H9NO2S", "method": "the ωB97M-V functional and the def2-TZVPD basis", "elements": ["C", "N", "C", "C", "S", "C", "O", "O", "H", "H", "H", "H", "H", "H", "H", "H", "H"], "positions_angstrom": [[-0.538, 0.450, 2.160], [-0.919, 0.459, 0.763], [-0.263, -0.548, -0.120], [-0.939, -0.462, -1.463], [0.009, -1.120, -2.865], [1.226, -0.208, -0.117], [2.092, -0.940, 0.275], [1.477, 1.049, -0.560], [0.078, 1.295, 2.483], [-1.444, 0.403, 2.765], [0.098, -0.408, 2.395], [-0.862, 1.322, 0.252], [-0.328, -1.527, 0.345], [-1.391, 0.487, -1.746], [-1.823, -1.111, -1.460], [1.111, -0.367, -2.691], [2.416, 1.226, -0.417]], "atomic_forces_ev_per_a": [[0.3, 0.1, 0.3], [-0.1, -1.4, -1.1], [0.2, 1.7, 1.2], [-0.8, -0.9, -1.0], [0.2, 0.0, 0.1], [0.0, -0.4, -0.4], [0.1, 0.1, 0.1], [-0.2, 0.0, 0.1], [-0.2, 0.2, -0.2], [0.2, 0.0, 0.2], [-0.3, -0.2, -0.1], [0.1, 0.6, 0.5], [-0.1, -0.2, -0.2], [0.6, 0.4, 0.4], [0.2, -0.1, 0.2], [-0.2, 0.0, -0.1], [0.1, -0.1, 0.0]], "smiles": "CN[C@@H](CS)C(=O)O", "largest_force_ev_per_a": 2.102, "de_lowest_kcal_mol": 20.80, "homo_lumo_gap_ev": 9.7, "charge": 0}

---

Question: Number 1 is which compound?
Answer: C27H35ClN4O4P2Pt